[1]
Formula: C31H37BF4N8O6SY
Source: OMol25
Level of theory: ωB97M-V/def2-TZVPD

Properties
E_LUMO (spin up / spin down)   -4.30 / -4.30 eV
Kohn-Sham gap (spin up / spin down)   5.32 / 5.32 eV
Net charge   +1

The geometry in XYZ format:
```
89
C31H37BF4N8O6SY ωB97M-V/def2-TZVPD
Y 0.76 0.58 0.58
C -2.56 6.45 -1.94
C -2.31 5.12 -1.27
C -2.94 3.96 -1.69
C -2.66 2.69 -1.14
C -3.37 1.53 -1.59
N -3.21 0.37 -1.02
C -4.04 -0.81 -1.17
C -4.10 -1.55 0.19
C -3.84 -3.04 0.13
N -2.53 -3.41 -0.44
C -1.50 -3.98 0.23
C -0.95 -3.62 1.49
C -0.67 -4.71 2.34
C -0.04 -4.59 3.57
C 0.42 -5.77 4.34
C 0.27 -3.30 4.03
C 0.06 -2.19 3.22
C 0.66 -0.98 3.66
N 1.14 -0.03 2.92
C 2.06 0.83 3.63
C 1.39 2.10 4.14
C 1.40 3.15 3.03
N 0.57 2.75 1.88
C 0.02 3.82 1.34
C -1.05 3.81 0.40
C -1.39 5.04 -0.22
C -1.69 2.60 -0.05
O -1.36 1.43 0.40
C -0.52 -2.28 1.89
O -0.54 -1.30 1.05
H -3.63 6.71 -1.92
H -2.19 6.46 -2.99
H -2.04 7.25 -1.41
H -3.66 4.06 -2.50
H -4.06 1.65 -2.42
H -2.47 0.43 -0.30
H -3.62 -1.46 -1.97
H -5.06 -0.60 -1.52
H -5.09 -1.39 0.64
H -3.34 -1.16 0.89
H -4.65 -3.55 -0.42
H -3.84 -3.42 1.18
H -2.50 -3.34 -1.46
H -1.06 -4.91 -0.22
H -0.99 -5.71 2.02
H 0.06 -6.70 3.87
H 0.00 -5.78 5.37
H 1.52 -5.78 4.41
H 0.70 -3.21 5.02
H 0.75 -0.84 4.76
H 2.86 1.10 2.93
H 2.54 0.27 4.44
H 1.94 2.41 5.02
H 0.35 1.93 4.45
H 2.42 3.31 2.70
H 1.08 4.15 3.45
H 0.39 4.80 1.63
H -0.87 5.95 0.07
C 0.62 -2.76 -2.28
C 0.77 -1.38 -2.72
N 0.59 -0.29 -2.00
C 0.89 0.77 -2.82
C 1.25 0.31 -4.09
N 1.13 -1.07 -4.00
C 2.01 1.02 -5.18
O 1.65 0.77 -6.46
O 2.96 1.75 -4.92
C 0.82 2.16 -2.26
O 0.54 3.09 -3.01
O 1.09 2.16 -0.98
H 0.61 -2.77 -1.19
H 1.50 -3.38 -2.59
H -0.34 -3.16 -2.69
H 1.32 -1.77 -4.71
H 0.80 0.26 -6.56
N 4.12 -0.08 -1.87
C 4.18 1.14 -1.35
N 4.22 2.14 -2.24
S 4.18 1.37 0.32
H 4.25 -0.26 -2.87
H 4.14 -0.90 -1.26
H 3.82 2.00 -3.17
H 4.09 3.06 -1.82
F 3.61 -2.18 1.96
B 3.15 -2.34 0.67
F 2.33 -1.10 0.28
F 4.29 -2.36 -0.26
F 2.36 -3.47 0.46
```


[2]
Formula: C31H37BrClF5I2NO11
Source: OMol25
Level of theory: ωB97M-V/def2-TZVPD

Properties
E_LUMO   -5.28 eV
Kohn-Sham gap   5.83 eV
Net charge   +1

The geometry in XYZ format:
```
89
C31H37BrClF5I2NO11 ωB97M-V/def2-TZVPD
C 4.01 -3.25 4.63
C 5.02 -2.10 4.24
I 5.60 -0.89 5.98
C 4.58 -1.23 2.96
I 5.00 0.92 3.14
C 3.12 -1.49 2.49
C 2.87 -2.08 1.17
C 4.01 -2.48 0.19
C 4.54 -3.95 0.40
O 4.96 -4.21 1.75
C 4.51 -5.47 2.17
O 5.12 -6.07 3.00
C 1.50 -2.35 0.70
C 1.22 -2.97 -0.68
O 1.68 -4.04 -0.91
O 0.43 -2.39 -1.69
C 0.97 -1.21 -2.21
F 0.37 -1.03 -3.43
F 2.31 -1.26 -2.45
C 0.66 0.10 -1.37
F 0.39 1.10 -2.27
F -0.44 0.02 -0.58
F 1.72 0.54 -0.64
C 0.40 -2.02 1.61
C -1.05 -2.35 1.11
C -1.32 -3.87 1.47
O -0.73 -4.44 2.35
C 0.71 -1.43 2.89
C -0.48 -1.09 3.83
C -0.83 0.49 3.82
C -1.19 0.86 5.31
Cl -1.08 2.67 5.44
N 2.02 -1.17 3.27
Br 2.19 -0.35 4.95
H 3.62 -3.80 3.74
H 3.21 -2.93 5.33
H 4.63 -4.01 5.19
H 5.98 -2.62 3.96
H 5.26 -1.55 2.13
H 3.70 -2.42 -0.89
H 4.90 -1.79 0.26
H 5.45 -4.06 -0.26
H 3.82 -4.73 0.07
H 3.56 -5.92 1.80
H -1.81 -1.68 1.58
H -1.17 -2.24 0.01
H -2.07 -4.42 0.83
H -1.42 -1.60 3.50
H -0.30 -1.47 4.87
H -1.68 0.61 3.11
H 0.09 1.02 3.47
H -0.44 0.37 5.98
H -2.22 0.50 5.54
O -2.75 -3.26 -8.20
C -1.79 -3.08 -7.50
O -1.44 -3.90 -6.47
C -0.32 -3.34 -5.78
C 0.34 -2.40 -6.77
C -0.84 -1.91 -7.58
H -0.69 -2.82 -4.89
H 0.35 -4.14 -5.46
H 0.91 -1.60 -6.29
H 1.02 -2.96 -7.41
H -1.32 -1.03 -7.13
H -0.57 -1.70 -8.61
O -4.70 4.53 -1.02
C -4.11 3.76 -1.72
O -2.97 3.11 -1.33
C -2.45 2.35 -2.42
C -3.63 2.13 -3.35
C -4.45 3.39 -3.14
H -1.65 2.92 -2.89
H -2.04 1.41 -2.05
H -3.33 1.96 -4.39
H -4.20 1.26 -3.02
H -4.13 4.20 -3.80
H -5.51 3.20 -3.25
O -4.88 9.93 2.67
C -4.29 9.16 1.97
O -3.16 8.50 2.34
C -2.66 7.75 1.23
C -3.85 7.54 0.31
C -4.65 8.81 0.54
H -1.86 8.32 0.75
H -2.25 6.80 1.58
H -3.56 7.39 -0.73
H -4.42 6.68 0.64
H -4.34 9.62 -0.11
H -5.72 8.63 0.44
```


[3]
Formula: C31H37N2OSr
Source: OMol25
Level of theory: ωB97M-V/def2-TZVPD

Properties
E_LUMO   2.08 eV
Kohn-Sham gap   5.31 eV
Net charge   -1

The geometry in XYZ format:
```
72
C31H37N2OSr ωB97M-V/def2-TZVPD
C -2.66 0.14 -1.72
C -1.42 -0.29 -2.26
C -1.14 -1.59 -1.76
H -0.81 0.25 -2.99
C -2.19 -1.95 -0.86
C -3.14 -0.88 -0.84
H -2.29 -2.90 -0.34
C 1.51 3.11 -0.84
C 1.18 2.46 -2.07
C 2.00 1.31 -2.19
H 0.43 2.77 -2.78
C 2.76 1.19 -0.99
C 2.52 2.37 -0.20
H -0.35 -2.25 -2.10
H -4.08 -0.87 -0.29
H -3.19 1.06 -1.96
H 3.05 2.68 0.70
H 2.05 0.62 -3.02
H 1.03 4.01 -0.47
Sr -0.96 0.21 0.60
C 3.14 -0.19 -0.42
C 4.23 -0.06 0.62
C 3.58 -1.16 -1.52
H 5.08 0.49 0.20
H 4.58 -1.05 0.94
H 3.88 0.49 1.49
H 4.38 -0.70 -2.12
H 2.77 -1.46 -2.20
H 3.98 -2.09 -1.08
C 1.77 -0.56 0.25
C 1.23 -1.85 0.84
H 1.05 -0.34 -0.57
H 1.70 0.18 1.07
O -0.01 -1.79 1.16
N 1.88 -3.00 0.98
C 1.09 -4.26 0.99
H 2.88 -3.03 1.11
C 0.74 -4.65 -0.43
C -0.52 -5.18 -0.77
H -1.26 -5.37 0.01
C -0.80 -5.45 -2.12
H -1.78 -5.83 -2.40
C 0.16 -5.24 -3.11
H -0.07 -5.41 -4.16
C 1.41 -4.70 -2.76
H 2.16 -4.48 -3.51
C 1.70 -4.43 -1.42
H 2.68 -4.05 -1.13
H 0.18 -4.07 1.56
H 1.68 -5.01 1.50
C -0.31 1.91 3.24
N -1.57 2.53 3.59
C -1.51 3.90 4.06
C -2.74 2.18 2.80
C -2.85 2.99 1.53
C -3.75 4.08 1.46
C -3.80 4.85 0.30
C -2.99 4.52 -0.79
C -2.12 3.40 -0.71
C -2.07 2.68 0.45
H 0.41 2.20 4.03
H 0.11 2.26 2.26
H -0.42 0.80 3.26
H -1.25 4.63 3.27
H -2.50 4.18 4.46
H -0.76 3.97 4.86
H -2.69 1.09 2.59
H -3.60 2.39 3.44
H -4.39 4.29 2.32
H -4.48 5.71 0.25
H -3.02 5.11 -1.71
H -1.52 3.11 -1.58
```


no.,molecular weight (g/mol),DFT total energy (Eh)
1,825.464,-2954.10713
2,1063.788,-6214.45098
3,541.270,-1418.87783